1.
{"formula": "C31H58F4N8O10S", "method": "the ωB97M-V functional and the def2-TZVPD basis", "lumo_ev": -0.4106, "max_force_ev_per_a": 7.743, "charge": 0, "total_energy_ev": -87179.51613, "e_above_lowest_kj_mol": 1124.4, "smiles": "O=S1(=O)O[C@@H](C(F)(F)F)C[C@@H](c2cccnc2)[C@H]1F.CNC(C)=O.CNC(C)=O.CNC(C)=O.CNC(C)=O.CNC(C)=O.CNC(C)=O.CNC(C)=O", "species": ["O", "S", "O", "O", "C", "C", "F", "F", "F", "C", "C", "C", "C", "C", "C", "N", "C", "C", "F", "H", "H", "H", "H", "H", "H", "H", "H", "H", "C", "N", "C", "C", "O", "H", "H", "H", "H", "H", "H", "H", "C", "N", "C", "C", "O", "H", "H", "H", "H", "H", "H", "H", "C", "N", "C", "C", "O", "H", "H", "H", "H", "H", "H", "H", "C", "N", "C", "C", "O", "H", "H", "H", "H", "H", "H", "H", "C", "N", "C", "C", "O", "H", "H", "H", "H", "H", "H", "H", "C", "N", "C", "C", "O", "H", "H", "H", "H", "H", "H", "H", "C", "N", "C", "C", "O", "H", "H", "H", "H", "H", "H", "H"], "xyz": [[6.72059, 1.81813, -6.56444], [5.57305, 1.71767, -5.53195], [6.14429, 2.02519, -4.11943], [4.38916, 2.87146, -5.98479], [3.22656, 2.23834, -6.63378], [2.41688, 3.47883, -7.40843], [1.09226, 3.70108, -6.78432], [3.18268, 4.76250, -7.24063], [2.23383, 3.24279, -8.85890], [3.59074, 1.03936, -7.69038], [4.04745, -0.38590, -6.94360], [5.09517, -1.10925, -7.98781], [4.45724, -1.81408, -9.36526], [5.66430, -2.44958, -10.31665], [7.25769, -2.41572, -9.99610], [7.75058, -1.81058, -8.72706], [6.71234, -1.22177, -7.83576], [4.69589, 0.04470, -5.50232], [5.52509, -1.04272, -4.86408], [2.50827, 1.84809, -5.77620], [4.52990, 1.32778, -8.36788], [2.68121, 0.76313, -8.40648], [3.04700, -1.01595, -6.77852], [3.31817, -1.82748, -9.62819], [5.32797, -2.97619, -11.32669], [8.05706, -2.86767, -10.75527], [7.13980, -0.74418, -6.82588], [3.77573, 0.18873, -4.75521], [3.04202, 0.55500, -0.85491], [2.48243, 0.65701, -2.18203], [1.17042, 0.76644, -2.53769], [0.14251, 0.78738, -1.44023], [0.85975, 0.84430, -3.72532], [3.72676, 1.39381, -0.71110], [3.60145, -0.38130, -0.79474], [2.27672, 0.57250, -0.07742], [3.11445, 0.64971, -2.97395], [-0.85700, 0.87846, -1.87497], [0.18721, -0.14377, -0.86876], [0.31355, 1.64553, -0.78449], [-2.06602, 0.25092, 2.66814], [-1.08185, 1.13077, 2.08329], [0.21731, 1.30987, 2.45741], [0.73165, 0.50954, 3.62206], [0.92865, 2.10651, 1.84718], [-2.40787, -0.43767, 1.89217], [-2.90738, 0.86079, 3.00491], [-1.66858, -0.31790, 3.51015], [-1.35521, 1.70288, 1.29297], [1.78129, 0.75794, 3.80334], [0.15928, 0.74978, 4.52223], [0.66278, -0.55903, 3.40055], [-4.22549, -2.57401, -1.36615], [-3.14106, -2.13618, -0.51934], [-1.91081, -2.70375, -0.36375], [-1.60225, -3.94444, -1.15555], [-1.09408, -2.19988, 0.40573], [-4.46123, -1.76393, -2.05994], [-5.09290, -2.76877, -0.73140], [-3.97688, -3.47481, -1.92941], [-3.27497, -1.30554, 0.04524], [-0.58705, -4.28208, -0.92827], [-2.30003, -4.74225, -0.88679], [-1.66330, -3.72934, -2.22591], [0.02864, 5.15043, 2.56190], [-0.32533, 4.75125, 3.90360], [-0.00724, 5.36710, 5.07807], [0.81524, 6.62444, 5.01391], [-0.39157, 4.89164, 6.14544], [-0.89527, 5.30584, 2.00032], [0.59539, 4.33596, 2.10508], [0.62446, 6.06427, 2.54246], [-0.87988, 3.91225, 4.02684], [0.98933, 7.00137, 6.02580], [1.78381, 6.41405, 4.55215], [0.28120, 7.39163, 4.44657], [-0.46898, -5.51658, 2.91547], [-0.86277, -4.14542, 3.13825], [-1.93917, -3.67981, 3.83425], [-2.85896, -4.68779, 4.46624], [-2.13273, -2.46882, 3.92953], [0.53459, -5.65118, 3.32519], [-0.44441, -5.69056, 1.83733], [-1.15157, -6.22755, 3.38355], [-0.29069, -3.40880, 2.74234], [-3.66987, -4.16969, 4.98614], [-3.29635, -5.32889, 3.69598], [-2.30950, -5.28915, 5.19572], [1.11320, 4.32883, 11.01957], [1.92890, 3.29857, 10.42124], [1.84574, 2.78268, 9.16156], [0.78408, 3.32705, 8.24614], [2.62508, 1.89995, 8.80597], [1.77012, 5.14751, 11.32184], [0.63167, 3.90747, 11.90491], [0.35147, 4.70686, 10.33593], [2.66654, 2.88316, 10.97798], [0.83934, 2.82114, 7.27799], [-0.20603, 3.14731, 8.67391], [0.94155, 4.39723, 8.08620], [-9.78385, -3.44296, 1.30957], [-8.52618, -3.16428, 0.65735], [-8.15448, -3.46346, -0.62021], [-9.15005, -4.17353, -1.49549], [-7.03467, -3.15290, -1.02348], [-10.21502, -2.49290, 1.63302], [-9.58053, -4.06324, 2.18544], [-10.48807, -3.95789, 0.65427], [-7.80453, -2.68715, 1.18480], [-8.71372, -4.34483, -2.48371], [-9.40729, -5.14237, -1.05869], [-10.04681, -3.55945, -1.61551]], "forces_ev_per_a": [[-4.9, -0.9, 2.8], [7.2, 2.6, 1.4], [-3.5, -1.2, -4.8], [0.3, -3.0, 0.0], [-1.7, -0.3, -0.5], [-0.3, 2.0, -0.1], [4.2, -0.7, -2.3], [-2.8, -4.2, -0.9], [0.4, 0.9, 4.7], [0.7, -0.4, -0.6], [0.7, 0.7, -0.7], [1.3, -2.6, -3.4], [6.1, 0.4, 1.5], [0.0, 1.0, 1.6], [-3.4, 1.6, 2.7], [-5.6, -0.1, -1.6], [-1.2, -0.4, -0.8], [-2.0, -2.4, 0.9], [-1.8, 3.3, -1.9], [1.2, 0.9, -1.9], [-2.2, -0.3, 1.5], [1.9, 0.9, 1.7], [2.6, 1.1, -0.1], [2.5, -0.1, 0.5], [0.8, 1.3, 2.4], [-2.0, 1.1, 2.0], [-0.9, -1.2, -2.7], [2.1, -0.2, -1.6], [0.4, 0.0, -0.1], [-0.9, 0.0, -0.4], [0.3, 0.0, -0.4], [-0.2, 0.0, 0.0], [0.2, 0.0, 0.0], [0.0, -0.1, 0.3], [0.0, 0.1, 0.3], [0.1, 0.1, -0.2], [-0.1, 0.1, 0.4], [0.3, 0.0, -0.1], [0.0, 0.2, 0.2], [0.1, -0.2, 0.2], [-0.3, 0.2, -0.2], [0.8, 0.4, 0.1], [-0.3, 0.2, -0.5], [0.3, 0.0, 0.1], [0.0, -0.2, 0.0], [0.0, -0.2, 0.4], [-0.1, -0.2, 0.1], [-0.1, 0.1, -0.4], [0.1, -0.2, 0.2], [-0.3, 0.1, -0.1], [0.0, -0.2, 0.0], [-0.2, 0.1, 0.2], [-0.3, 0.3, 0.3], [1.2, -0.3, 0.2], [-0.2, 0.8, 0.4], [0.2, -0.2, 0.0], [0.0, -0.2, -0.2], [-0.2, -0.2, -0.1], [0.2, 0.0, -0.5], [0.0, 0.2, 0.2], [0.0, -0.2, -0.2], [-0.2, 0.2, 0.0], [0.0, 0.0, -0.2], [-0.1, -0.2, 0.1], [-0.1, -0.4, -0.2], [0.1, 0.4, 0.8], [-0.5, -0.7, 0.2], [0.1, 0.2, 0.2], [0.1, 0.4, -0.5], [0.2, 0.2, -0.2], [0.0, 0.2, -0.2], [-0.2, -0.2, 0.1], [0.2, 0.2, -0.1], [-0.1, -0.2, -0.2], [-0.1, 0.2, -0.1], [0.2, 0.0, -0.1], [0.3, 0.3, -0.2], [-0.6, 0.3, 0.5], [0.4, 0.8, -0.3], [-0.3, 0.0, 0.1], [0.0, -0.7, 0.1], [-0.1, -0.3, -0.1], [0.1, -0.3, 0.1], [0.1, 0.2, -0.1], [-0.2, -0.1, -0.1], [0.3, 0.0, -0.2], [0.1, -0.1, 0.2], [-0.1, -0.1, -0.1], [0.3, -0.1, 0.3], [0.1, -0.3, -0.4], [0.5, -0.7, -0.2], [0.2, -0.1, 0.0], [-0.3, 0.4, 0.2], [-0.3, 0.2, 0.1], [-0.2, 0.3, 0.0], [0.2, -0.2, 0.1], [-0.2, 0.1, -0.1], [0.1, 0.1, 0.3], [0.0, 0.2, -0.1], [-0.3, -0.2, 0.0], [0.2, 0.2, 0.3], [0.3, -0.1, -0.7], [0.6, 0.3, 0.2], [0.0, -0.1, -0.2], [-0.9, -0.2, 0.1], [-0.3, -0.2, 0.1], [-0.3, 0.0, 0.0], [0.2, 0.1, 0.1], [-0.2, -0.1, -0.1], [0.0, 0.1, 0.3], [-0.2, 0.1, -0.1], [0.0, -0.2, 0.1]]}



2.
{"formula": "C5H12NO", "method": "the ωB97M-V functional and the def2-TZVPD basis", "lumo_ev": -6.4065, "max_force_ev_per_a": 2.805, "charge": 1, "total_energy_ev": -8906.90883, "e_above_lowest_kj_mol": 359.0, "species": ["C", "C", "C", "C", "N", "C", "H", "H", "H", "H", "H", "H", "H", "H", "H", "H", "H", "H", "O"], "xyz": [[3.68204, 0.49932, 0.03376], [2.28608, -0.19998, 0.13806], [1.04603, 0.46181, -0.42133], [-0.19099, 0.07424, -0.09600], [-1.11939, 0.15993, -1.21355], [-2.36715, 0.54378, -1.14393], [3.90072, 1.22101, 0.80605], [4.26378, -0.41666, -0.11869], [3.84534, 1.04234, -0.92466], [2.28439, -1.14345, -0.38926], [2.21392, -0.39252, 1.20040], [1.18835, 0.93521, -1.39671], [-0.48920, -0.43944, 0.81404], [-0.86416, -0.33548, -2.07050], [-3.01383, 0.34765, -0.27671], [-2.62236, 1.41749, -1.73787], [-2.65913, -2.01763, 2.20716], [-3.50173, -0.88825, 2.72702], [-2.92642, -1.10947, 2.00476]], "forces_ev_per_a": [[-1.1, -0.8, -2.5], [0.4, 2.1, 1.0], [0.1, -1.2, -0.6], [0.4, -1.1, -0.4], [-1.4, -0.4, 1.1], [0.5, 1.2, 1.5], [0.3, -0.5, 0.5], [1.0, 0.8, 0.9], [-0.5, -0.3, 0.4], [0.2, -0.3, -0.1], [-0.6, -0.5, 0.2], [-0.1, 0.0, 0.2], [-0.2, 0.1, -0.2], [0.8, 1.6, -0.6], [0.8, 0.4, 0.4], [-1.0, -1.2, -1.8], [0.0, 0.2, -0.1], [-0.5, 0.3, 0.5], [0.6, -0.5, -0.6]]}



3.
{"formula": "C6H7Br", "method": "the ωB97M-V functional and the def2-TZVPD basis", "lumo_ev": 0.8412, "max_force_ev_per_a": 4.677, "charge": 0, "total_energy_ev": -76372.97539, "e_above_lowest_kj_mol": 337.2, "species": ["C", "C", "C", "C", "C", "C", "Br", "H", "H", "H", "H", "H", "H", "H"], "xyz": [[0.90941, -0.96259, 0.47531], [2.12855, -0.62706, 0.90544], [-1.32448, 0.88579, 0.06301], [-0.41993, 1.01703, -1.09780], [-0.05647, -2.00720, -0.06492], [-0.22240, -0.08472, -0.09470], [0.02873, -2.93245, -1.67833], [2.33184, 0.50677, 0.99201], [2.95517, -1.40377, 1.09117], [-1.24631, 1.58880, 0.85637], [-2.36625, 0.56194, -0.09371], [-0.50543, 0.74072, -2.10528], [0.44153, 1.65634, -0.98876], [-0.83302, -2.38742, 0.59977]], "forces_ev_per_a": [[-1.8, 1.8, -1.2], [0.7, -0.2, -0.1], [-1.3, -1.0, 0.4], [2.6, -0.9, 0.9], [-0.4, 4.3, 0.9], [1.3, -4.4, 0.6], [0.5, -0.2, -0.4], [-0.1, -2.2, 0.1], [-1.4, 1.4, -0.2], [0.1, 0.7, 0.5], [0.6, 0.0, -0.1], [-1.2, -0.3, -1.3], [-0.1, 0.8, 0.0], [0.4, 0.1, -0.1]]}



4.
{"formula": "C2H4N2O", "method": "the ωB97M-V functional and the def2-TZVPD basis", "lumo_ev": 0.7772, "max_force_ev_per_a": 11.950, "charge": 0, "total_energy_ev": -7164.36399, "e_above_lowest_kj_mol": 204.1, "smiles": "[H]/N=C/NC=O", "species": ["H", "N", "C", "N", "C", "O", "H", "H", "H"], "xyz": [[-0.33261, 2.10740, -1.62920], [0.10962, 1.41020, -0.87971], [-0.71143, 0.47632, -0.44028], [-0.26675, -0.61333, 0.09089], [0.91389, -0.70488, 0.94056], [1.14420, -1.80969, 1.36805], [-1.69912, 0.16991, -0.64085], [-0.75173, -1.31683, 0.22354], [1.59393, 0.28090, 0.96701]], "forces_ev_per_a": [[0.7, -1.9, 2.7], [-2.7, 0.3, -1.1], [1.3, 3.6, -3.9], [10.1, 5.5, 3.2], [0.2, 0.2, -2.0], [0.4, 1.2, 0.5], [-2.1, 1.5, -1.1], [-6.3, -8.3, 1.4], [-1.6, -2.1, 0.2]]}